## a
Molecular formula: C27H63N9O9
Method: DFT, wB97M-V/def2-TZVPD

Structure (XYZ):
```
108
Properties=species:S:1:pos:R:3:mulliken_charge:R:1
O -5.182 5.303 -3.742 -0.680
O -7.494 6.627 1.911 -0.668
O 1.174 -0.668 -0.220 -0.708
O 2.467 -8.599 -1.561 -0.627
O 0.734 5.227 3.008 -0.677
O 6.617 -2.786 -3.584 -0.662
O -0.540 -1.304 -6.335 -0.693
O 5.471 -4.684 2.514 -0.649
O -1.908 -0.930 4.992 -0.641
N 0.354 1.213 0.782 -0.104
N 1.878 7.112 3.418 -0.192
N 5.809 -5.975 4.315 -0.230
N -7.119 6.709 -0.331 -0.105
N -3.371 -0.689 3.337 -0.182
N -6.277 4.944 -5.656 -0.224
N 0.900 -7.562 -0.245 -0.144
N 0.765 -1.181 -4.486 -0.127
N 6.145 -2.644 -1.362 -0.098
C 1.874 -0.410 -5.115 -0.892
C -8.194 7.672 -0.552 -0.854
C 1.698 5.812 3.505 0.715
C -1.221 -2.479 -4.345 -0.871
C 6.239 -3.310 -2.517 0.712
C 6.409 -1.219 -1.202 -0.832
C -7.180 6.080 -5.555 -0.826
C 0.969 7.997 2.696 -0.850
C -5.658 5.372 0.967 -0.894
C 2.631 5.036 4.450 -0.971
C -4.917 3.164 -4.737 -0.919
C -2.714 -0.256 4.392 0.637
C 5.260 -7.213 3.666 -0.780
C -2.917 1.214 4.755 -0.848
C -3.172 -1.953 2.663 -0.904
C -5.499 4.574 -4.682 0.660
C -0.406 1.659 -0.352 -0.861
C 5.998 -4.826 -2.532 -0.837
C 1.130 0.112 0.781 0.707
C -0.296 -1.576 -5.132 0.683
C 0.781 -10.023 -0.629 -1.008
C -6.832 6.303 0.900 0.724
C 6.477 -3.528 4.423 -0.905
C 1.350 -6.235 -0.499 -0.810
C 1.925 -0.090 1.985 -0.967
C 5.911 -4.799 3.675 0.667
C 1.462 -8.655 -0.853 0.655
H 6.030 -3.196 -0.523 0.154
H 5.099 -5.142 -3.062 0.232
H 6.009 -0.656 -2.046 0.256
H -5.207 2.536 -5.580 0.315
H 0.384 -10.033 0.386 0.330
H 5.831 -8.014 4.137 0.313
H 0.256 1.783 -1.209 0.266
H 5.825 -2.656 4.471 0.251
H 0.486 -5.577 -0.403 0.333
H -1.009 -2.436 -3.276 0.254
H -4.149 -2.424 2.549 0.336
H 6.798 -5.378 -3.026 0.262
H 0.392 1.896 1.524 0.227
H -2.821 -1.850 1.636 0.274
H 5.390 -7.329 2.591 0.281
H -5.962 4.526 1.584 0.242
H -5.385 4.958 -0.003 0.250
H -1.980 1.720 4.524 0.170
H -5.193 2.706 -3.787 0.254
H 2.779 7.491 3.672 0.218
H -4.730 5.807 1.339 0.242
H 0.579 8.755 3.374 0.296
H 6.000 -0.913 -0.240 0.297
H 2.625 -0.409 -4.325 0.361
H -7.876 8.662 -0.223 0.279
H 0.076 -7.717 0.319 0.224
H -8.404 7.753 -1.618 0.319
H -6.557 4.271 -6.355 0.257
H 1.801 -6.062 -1.476 0.263
H -0.893 2.613 -0.151 0.345
H 5.828 -5.121 -1.497 0.215
H 7.425 -3.226 3.977 0.247
H 1.282 0.179 2.823 0.324
H -3.833 1.608 4.315 0.306
H -6.498 6.336 -1.034 0.187
H 0.101 7.456 2.317 0.305
H 7.496 -1.158 -1.152 0.308
H -6.700 6.941 -5.090 0.287
H -8.126 5.800 -5.090 0.260
H -2.252 -2.242 -4.607 0.295
H -3.079 1.273 5.831 0.301
H 2.126 4.244 5.001 0.284
H -1.191 0.926 -0.537 0.234
H 1.516 0.571 -5.426 0.257
H 2.073 -6.019 0.288 0.246
H 2.187 -0.991 -5.983 0.293
H 5.925 -6.005 5.318 0.221
H -2.486 -2.663 3.125 0.312
H 1.479 -10.859 -0.674 0.293
H -3.837 3.268 -4.633 0.265
H -1.081 -3.457 -4.804 0.229
H 2.168 -1.153 1.986 0.271
H -4.255 -0.217 3.212 0.242
H 0.002 -10.179 -1.375 0.246
H 0.869 -1.376 -3.500 0.217
H -7.284 6.309 -6.616 0.351
H 2.861 0.457 2.086 0.255
H 1.368 8.562 1.854 0.304
H -9.108 7.347 -0.054 0.281
H 4.183 -7.243 3.832 0.274
H 3.102 5.697 5.177 0.321
H 6.677 -3.848 5.446 0.306
H 3.337 4.560 3.770 0.248
```

The LUMO energy is 0.26 eV. For the orbital gap, the calculation gives 9.2006 eV. As for the spin multiplicity: 1.

---

## b
Molecular formula: C27H63N9O9
Method: DFT, wB97M-V/def2-TZVPD

Structure (XYZ):
```
108
Properties=species:S:1:pos:R:3:mulliken_charge:R:1
O -14.425 -19.939 -5.655 -0.660
O -9.930 -19.773 -6.970 -0.673
O -3.260 -17.881 1.935 -0.674
O -8.777 -26.057 -4.580 -0.571
O -13.464 -19.396 0.149 -0.682
O -4.798 -20.840 -2.714 -0.640
O -9.363 -25.340 0.836 -0.722
O -4.168 -26.677 -2.072 -0.645
O -9.742 -21.167 -1.951 -0.355
N -3.285 -22.449 -2.752 -0.104
N -10.926 -24.233 -0.438 -0.082
N -7.708 -22.161 -2.373 0.356
N -3.696 -19.904 2.985 -0.182
N -9.970 -27.872 -5.040 -0.189
N -13.769 -17.579 -1.099 -0.180
N -5.638 -28.377 -1.653 -0.190
N -13.469 -21.113 -4.054 -0.113
N -10.212 -21.879 -7.962 -0.109
C -11.430 -21.448 -8.624 -0.901
C -2.639 -20.086 -3.032 -1.131
C -14.476 -20.386 -4.509 0.814
C -5.370 -18.810 1.483 -0.867
C -10.185 -25.285 -0.095 0.643
C -9.803 -26.548 -4.981 0.795
C -13.172 -18.740 -0.862 0.549
C -7.748 -19.893 -1.497 -1.014
C -10.914 -25.750 -5.494 -1.041
C -5.977 -26.103 -0.792 -0.461
C -12.183 -21.169 -4.624 -0.760
C -10.417 -26.474 -0.946 -0.513
C -15.698 -20.194 -3.644 -1.099
C -5.149 -29.325 -2.531 -0.879
C -4.011 -18.855 2.215 0.671
C -9.273 -28.812 -4.241 -0.811
C -11.973 -19.196 -1.667 0.012
C -8.319 -21.543 -6.448 -0.617
C -9.533 -20.994 -7.183 0.647
C -10.981 -22.969 0.281 -0.785
C -2.599 -20.076 3.881 -0.888
C -4.184 -23.550 -2.439 -0.595
C -3.648 -21.164 -2.749 0.531
C -15.102 -17.099 -0.720 -0.836
C -8.024 -23.514 -2.791 -0.249
C -5.236 -27.059 -1.618 0.902
C -8.479 -21.138 -1.950 0.707
H -15.253 -16.165 -1.261 0.336
H -2.880 -19.542 -3.945 0.285
H -6.686 -20.030 -1.293 0.109
H -11.445 -24.375 -1.293 0.216
H -5.886 -19.771 1.488 0.274
H -16.545 -20.547 -4.232 0.311
H -7.987 -23.710 -3.863 0.348
H -4.430 -28.840 -3.192 0.319
H -9.785 -28.998 -3.297 0.314
H -5.994 -29.512 -3.194 0.247
H -2.405 -22.666 -3.197 0.233
H -3.037 -20.339 4.844 0.320
H -8.009 -19.068 -2.159 0.267
H -5.010 -23.196 -1.823 0.077
H -12.038 -20.281 -1.595 -0.647
H -11.588 -22.298 -0.327 0.246
H -15.107 -16.989 0.364 0.294
H -9.935 -22.697 0.141 0.171
H -5.098 -18.685 0.436 0.181
H -8.260 -19.606 -0.579 0.306
H -8.105 -21.048 -5.500 0.206
H -11.831 -25.617 -4.921 0.313
H -11.643 -22.205 -9.379 0.388
H -9.019 -23.837 -2.485 0.129
H -3.398 -24.191 -2.040 0.333
H -2.809 -19.311 -2.285 0.262
H -11.259 -23.118 1.324 0.296
H -11.254 -20.526 -9.178 0.276
H -13.488 -21.314 -3.065 0.212
H -1.618 -20.465 -3.003 0.358
H -1.947 -19.236 4.119 0.327
H -12.055 -18.975 -2.732 0.223
H -5.560 -25.110 -0.959 -0.055
H -7.013 -25.976 -1.108 -0.207
H -9.001 -29.747 -4.730 0.353
H -11.657 -21.722 -3.846 0.209
H -7.402 -21.524 -7.036 0.373
H -16.065 -19.224 -3.308 0.203
H -13.292 -16.976 -1.753 0.265
H -10.615 -28.267 -5.709 0.219
H -11.003 -27.096 -0.269 0.344
H -4.628 -23.996 -3.329 0.280
H -6.146 -26.447 0.228 0.436
H -10.877 -26.193 -1.894 0.139
H -8.348 -28.416 -3.821 0.160
H -10.648 -24.738 -5.798 0.031
H -9.921 -22.836 -8.102 0.268
H -12.153 -21.687 -5.583 0.252
H -7.374 -24.245 -2.310 -0.447
H -6.761 -21.837 -2.507 -0.007
H -11.226 -26.296 -6.384 0.417
H -2.035 -20.933 3.513 0.287
H -12.334 -21.298 -8.033 0.250
H -11.091 -18.810 -1.156 0.430
H -11.787 -20.164 -4.771 0.264
H -4.457 -20.559 3.090 0.230
H -6.479 -28.621 -1.149 0.246
H -5.948 -17.902 1.651 0.321
H -15.817 -17.809 -1.135 0.235
H -9.493 -26.995 -1.195 0.010
H -15.631 -20.697 -2.679 0.328
H -8.678 -22.496 -6.058 -0.068
H -4.723 -30.196 -2.032 0.293
```

The LUMO energy is 0.21 eV. For the orbital gap, the calculation gives 9.4249 eV. As for the spin multiplicity: 1.

---

The structure with the greatest stability is a.

---

## a
Molecular formula: H2N2O3
Method: DFT, wB97M-V/def2-TZVPD

Structure (XYZ):
```
7
Properties=species:S:1:pos:R:3:mulliken_charge:R:1
O 2.086 -1.409 -0.094 -0.602
O -0.869 0.439 0.107 -0.337
O 0.001 -2.153 -0.411 -0.610
N 0.463 -0.031 0.143 -0.271
N 0.902 -1.349 -0.187 1.159
H -1.291 -0.292 0.605 0.371
H 1.302 0.585 0.210 0.291
```

The LUMO energy is 0.49 eV. For the orbital gap, the calculation gives 10.8467 eV. As for the spin multiplicity: 1.

---

## b
Molecular formula: H2N2O3
Method: DFT, wB97M-V/def2-TZVPD

Structure (XYZ):
```
7
Properties=species:S:1:pos:R:3:mulliken_charge:R:1
O -0.484 1.507 0.738 -0.374
O 0.704 0.784 -1.101 -0.239
O 0.538 -1.511 -0.926 -0.418
N 0.758 -0.274 -0.260 0.243
N -0.433 0.523 -0.270 0.071
H -0.770 2.275 0.283 0.351
H 0.656 -2.153 -0.258 0.365
```

The LUMO energy is 1.04 eV. For the orbital gap, the calculation gives 11.8682 eV. As for the spin multiplicity: 1.

---

## c
Molecular formula: H2N2O3
Method: DFT, wB97M-V/def2-TZVPD

Structure (XYZ):
```
7
Properties=species:S:1:pos:R:3:mulliken_charge:R:1
O -0.800 -0.801 0.805 -0.375
O 0.339 -0.664 -1.464 -0.546
O 0.702 1.445 -1.143 -0.564
N 0.368 0.339 -0.774 1.052
N 0.118 0.217 0.575 -0.213
H -0.412 1.021 0.841 0.288
H -0.316 -1.558 1.160 0.358
```

The LUMO energy is 0.25 eV. For the orbital gap, the calculation gives 11.6891 eV. As for the spin multiplicity: 1.

---

## d
Molecular formula: H2N2O3
Method: DFT, wB97M-V/def2-TZVPD

Structure (XYZ):
```
7
Properties=species:S:1:pos:R:3:mulliken_charge:R:1
O -1.635 0.492 -0.252 -0.263
O -1.122 -0.048 0.896 -0.253
O 2.233 0.617 0.380 -0.451
N 0.628 -0.832 -0.134 -0.202
N 1.579 -0.168 -0.175 0.549
H -1.879 1.420 -0.019 0.345
H 0.195 -1.481 -0.696 0.275
```

The LUMO energy (alpha / beta) is -0.54 / 0.11 eV. For the orbital gap (alpha / beta), the calculation gives 7.4999 / 10.2921 eV. As for the spin multiplicity: 1.

---

The structure with the greatest stability is c.